1.
{"formula": "CH2O6S2", "method": "ωB97M-V/def2-TZVPD", "symbols": ["C", "O", "O", "O", "O", "O", "O", "S", "S", "H", "H"], "coordinates": [[0.496815, -0.219995, -0.473907], [-1.412001, -2.188121, -0.691140], [2.752347, 0.965884, -0.039856], [-1.001844, -1.110509, 1.450475], [2.851588, -1.288506, -1.011654], [2.181411, -1.038549, 1.327212], [-0.010233, 0.909039, 0.327331], [-0.388523, -1.817223, 0.306590], [2.159640, -0.416914, 0.009138], [0.668302, 0.024217, -1.458588], [-0.215735, 0.291375, 1.079971]], "forces_ev_per_angstrom": [[-0.527, 0.856, 3.631], [-0.803, -0.309, -0.788], [-0.731, -1.555, 0.222], [-0.440, 0.478, 1.244], [-1.436, 0.806, 0.845], [-0.122, 0.274, 0.404], [0.472, -2.065, -1.195], [0.738, -0.567, -1.352], [4.571, 0.630, -0.869], [-0.909, 0.304, -2.642], [-0.813, 1.148, 0.501]], "total_charge": -2, "energy_ha": -1287.10238, "homo_energy_ev": -0.3, "largest_force_ha_per_bohr": 0.091, "homo_lumo_gap_ev": 6.6, "e_above_lowest_kj_mol": 94.3}


2.
{"formula": "CH2OS", "method": "ωB97M-V/def2-TZVPD", "symbols": ["O", "C", "S", "H", "H"], "coordinates": [[1.688982, -0.684115, 0.004829], [0.629287, -0.125426, -0.109253], [-1.117871, -0.612856, -0.034787], [0.499161, 0.907060, 0.009003], [-1.699557, 0.515339, 0.130206]], "forces_ev_per_angstrom": [[-1.634, -0.426, -0.773], [-0.127, -0.044, 1.578], [1.060, -3.740, -0.561], [0.793, 2.217, -0.348], [-0.093, 1.992, 0.104]], "total_charge": 0, "energy_ha": -512.69306, "homo_energy_ev": -10.2, "largest_force_ha_per_bohr": 0.076, "homo_lumo_gap_ev": 10.8, "e_above_lowest_kj_mol": 56.2, "smiles": "O=CS"}


3.
{"formula": "CH2OS2", "method": "ωB97M-V/def2-TZVPD", "symbols": ["C", "O", "S", "S", "H", "H"], "coordinates": [[0.251530, 0.520496, 0.027793], [2.718372, -0.379580, 0.472690], [2.047412, 0.672594, -0.328740], [-0.388769, 2.176959, 0.146238], [-0.105515, 0.052444, -0.809748], [0.125372, -0.059286, 0.857186]], "forces_ev_per_angstrom": [[1.186, 2.415, -0.659], [0.058, -0.031, 0.113], [-0.078, 0.300, 0.173], [0.268, 0.023, 0.096], [-1.248, -1.231, -2.089], [-0.187, -1.477, 2.367]], "total_charge": 0, "energy_ha": -910.81750, "homo_energy_ev": [-9.9, -9.1], "largest_force_ha_per_bohr": 0.054, "homo_lumo_gap_ev": [8.6, 6.6], "e_above_lowest_kj_mol": 257.5}


4.
{"formula": "CH2P2S3", "method": "ωB97M-V/def2-TZVPD", "symbols": ["C", "P", "P", "S", "S", "S", "H", "H"], "coordinates": [[-0.513939, -0.105024, -0.092674], [-1.949809, 1.190293, -0.235547], [-1.184908, -1.821446, -0.412843], [-3.328338, 1.001161, -1.537938], [-1.826981, 2.443997, 1.197270], [-2.276447, -2.166126, 1.159167], [0.347669, 0.184631, -0.788872], [-0.058009, 0.008688, 0.869731]], "forces_ev_per_angstrom": [[0.028, 1.124, -1.923], [0.989, -0.566, 0.928], [-0.439, 0.061, 0.887], [0.601, -0.262, 0.054], [-0.002, -0.106, -0.344], [0.551, 0.116, -0.821], [-1.425, -0.398, 0.347], [-0.301, 0.030, 0.873]], "total_charge": 0, "energy_ha": -1916.58103, "homo_energy_ev": -9.2, "largest_force_ha_per_bohr": 0.043, "homo_lumo_gap_ev": 7.3, "e_above_lowest_kj_mol": 84.4}


5.
{"formula": "CH2S4", "method": "ωB97M-V/def2-TZVPD", "symbols": ["S", "C", "S", "S", "S", "H", "H"], "coordinates": [[1.321047, 0.764216, 0.905149], [0.727165, -0.417615, 0.046854], [0.682284, -2.056799, -0.139164], [-0.109048, 0.189324, -1.898139], [-0.707886, 2.127776, -1.923802], [1.039745, -2.605740, 1.067245], [-1.818551, 1.895515, -1.387251]], "forces_ev_per_angstrom": [[-0.105, -0.205, 0.704], [-0.263, 2.709, -1.937], [-0.432, -1.938, -0.003], [0.471, -1.088, 0.916], [2.852, -0.013, -0.496], [0.113, 0.789, -0.329], [-2.636, -0.254, 1.144]], "total_charge": 0, "energy_ha": -1631.98937, "homo_energy_ev": -8.5, "largest_force_ha_per_bohr": 0.065, "homo_lumo_gap_ev": 8.0, "e_above_lowest_kj_mol": 79.2, "smiles": "S=C(S)SS"}


6.
{"formula": "CH33O19", "method": "ωB97M-V/def2-TZVPD", "symbols": ["C", "O", "O", "O", "H", "O", "H", "H", "O", "H", "H", "O", "H", "H", "O", "H", "H", "O", "H", "H", "O", "H", "H", "O", "H", "H", "O", "H", "H", "O", "H", "H", "O", "H", "H", "O", "H", "H", "O", "H", "H", "O", "H", "H", "O", "H", "H", "O", "H", "H", "O", "H", "H"], "coordinates": [[0.517849, 0.258679, 0.179094], [0.995849, -0.827321, 0.545094], [-0.811151, 0.238679, -0.095906], [1.103849, 1.267679, -0.084906], [-1.210151, -0.667321, 0.206094], [-2.583151, -2.873321, -1.948906], [-2.922151, -2.035321, -1.920906], [-1.742151, -2.712321, -1.551906], [2.117849, -0.939321, -1.981906], [1.715849, -1.541321, -2.634906], [1.826849, -1.200321, -1.109906], [0.318849, 1.637679, -2.649906], [0.232849, 0.711679, -2.924906], [0.400849, 1.491679, -1.735906], [-1.128151, 1.387679, 2.843094], [-1.614151, 2.239679, 3.017094], [-0.224151, 1.603679, 2.549094], [3.825849, -2.094321, -0.112906], [3.666849, -1.339321, -0.685906], [3.826849, -1.696321, 0.776094], [0.020849, 3.270679, 0.986094], [0.317849, 2.581679, 0.426094], [0.640849, 3.922679, 0.660094], [-3.275151, -0.197321, -1.828906], [-3.522151, -0.311321, -0.899906], [-4.120151, 0.150679, -2.109906], [3.926849, 1.007679, -0.338906], [4.121849, 1.946679, -0.488906], [2.989849, 1.086679, -0.412906], [-2.290151, 2.451679, -0.940906], [-1.468151, 1.977679, -0.815906], [-2.777151, 2.036679, -1.640906], [-3.357151, 1.042679, 1.270094], [-2.461151, 1.193679, 1.655094], [-3.332151, 1.552679, 0.429094], [-0.067151, -2.905321, -0.801906], [0.141849, -2.256321, -0.144906], [0.577849, -3.616321, -0.617906], [3.357849, -0.136321, 2.272094], [2.894849, -0.974321, 2.384094], [3.242849, 0.057679, 1.356094], [-0.896151, -0.674321, -3.421906], [-1.311151, -0.785321, -2.553906], [-1.504151, -0.083321, -3.828906], [0.091849, -1.657321, 2.882094], [0.515849, -1.377321, 2.071094], [0.077849, -2.606321, 2.895094], [1.843849, 1.977679, 2.756094], [2.437849, 1.249679, 2.743094], [2.149849, 2.731679, 2.282094], [-2.290151, -1.744321, 0.730094], [-2.094151, -2.617321, 1.121094], [-2.899151, -1.206321, 1.250094]], "forces_ev_per_angstrom": [[-2.464, -2.343, -0.497], [1.195, -1.363, 0.928], [-0.553, -1.166, 0.440], [2.130, 2.622, -0.603], [0.488, 1.701, -0.277], [0.329, -3.293, -0.602], [-1.994, 3.174, -0.219], [1.395, -0.669, 0.536], [0.244, 0.088, -1.428], [0.107, 0.352, 0.715], [-0.487, -0.440, 0.384], [-0.346, 0.152, -2.080], [0.024, 0.141, -0.512], [0.593, 0.331, 2.036], [-1.040, 0.877, 0.329], [1.317, -1.107, -0.330], [-0.132, 0.455, 0.290], [0.138, -0.140, 0.960], [0.082, 0.120, -0.457], [0.266, -0.352, -0.585], [-0.552, 2.255, 0.899], [0.305, -2.108, -0.858], [-0.075, 0.894, 0.219], [-0.822, 0.258, 0.548], [0.826, -0.148, 0.534], [-0.345, 0.157, -0.937], [1.247, 0.881, 0.028], [0.607, -0.401, 0.112], [-2.060, -0.463, -0.237], [-0.775, 1.340, 0.606], [0.096, -0.478, -0.201], [0.280, -0.515, -0.607], [-0.170, -0.035, -0.473], [-0.265, -0.280, -0.174], [0.385, -0.111, 0.685], [0.287, -1.871, -0.508], [0.555, 1.278, 0.900], [-0.506, 0.474, -0.368], [0.521, -0.949, 1.291], [-0.309, 0.168, 0.266], [-0.032, 0.597, -1.336], [0.538, -0.955, 0.548], [0.267, -0.122, -0.116], [-0.674, 0.835, -0.733], [-0.441, 0.121, 1.340], [0.242, 0.175, -0.869], [0.133, -0.572, -0.103], [-2.089, 0.740, 1.267], [1.282, -0.968, -0.289], [0.469, 0.362, -0.606], [0.072, -0.587, -0.288], [-0.386, 0.924, -0.094], [0.094, -0.039, 0.525]], "total_charge": -1, "energy_ha": -1487.60284, "homo_energy_ev": -7.3, "largest_force_ha_per_bohr": 0.073, "homo_lumo_gap_ev": 9.7, "e_above_lowest_kj_mol": 1.5}